The following is a DFT calculation (ωB97M-V/def2-TZVPD) of C43H20ClF15GeN2O5PtS2 as an isolated structure at a distorted geometry.

**Frontier orbital gap (alpha / beta)**: 6.8 / 6.8 eV
**Relative energy (zero: lowest compared OMol25 entry of this formula, charge and spin)**: 0.0 kcal/mol
**Maximum force**: 2.0 eV/A

```
90
Properties=species:S:1:pos:R:3:lowdin_charge:R:1
Pt 0.744 -0.482 -0.753 0.826
O 4.456 -4.880 -2.179 0.130
C 3.224 -5.350 -2.212 -0.512
O 2.976 -6.510 -2.423 0.080
C 2.125 -4.367 -1.964 -0.040
C 0.775 -4.666 -1.969 -0.568
Cl -0.016 -6.122 -2.300 0.843
N 0.084 -3.546 -1.631 -0.037
N 0.954 -2.545 -1.405 0.017
C 2.167 -3.008 -1.598 -0.116
C 3.260 -2.022 -1.312 -0.540
O 4.437 -2.361 -1.449 0.071
O 2.852 -0.876 -0.920 -0.151
C -1.292 -3.408 -1.231 -0.217
C -1.558 -2.936 0.048 -0.066
C -2.875 -2.814 0.463 -0.076
C -3.910 -3.170 -0.394 -0.069
C -3.628 -3.637 -1.669 -0.064
C -2.313 -3.758 -2.097 -0.032
H 4.496 -3.911 -1.921 0.065
H -0.740 -2.673 0.711 0.094
H -3.089 -2.447 1.460 0.113
H -4.939 -3.083 -0.067 0.108
H -4.433 -3.907 -2.344 0.110
H -2.083 -4.108 -3.096 0.112
O 1.087 -0.727 1.503 -0.621
S 2.438 -0.295 2.093 1.010
C 2.097 1.193 3.131 -0.258
C 0.705 1.213 3.683 -0.278
C -0.355 1.596 2.866 -0.043
C -1.652 1.616 3.357 -0.058
C -1.903 1.252 4.675 -0.076
C -0.855 0.851 5.494 -0.076
C 0.444 0.831 4.998 -0.051
C 2.633 -1.502 3.439 -0.270
C 2.805 -2.876 2.844 -0.287
C 4.064 -3.352 2.494 -0.039
C 4.204 -4.601 1.903 -0.066
C 3.083 -5.381 1.649 -0.078
C 1.820 -4.902 1.977 -0.074
C 1.681 -3.654 2.569 -0.050
H 2.274 2.028 2.452 0.082
H 2.863 1.194 3.911 0.100
H -0.168 1.872 1.836 0.083
H -2.468 1.914 2.706 0.098
H -2.915 1.285 5.065 0.106
H -1.046 0.557 6.518 0.104
H 1.267 0.533 5.643 0.115
H 1.713 -1.431 4.021 0.095
H 3.502 -1.184 4.021 0.106
H 4.943 -2.742 2.684 0.119
H 5.188 -4.963 1.633 0.111
H 3.192 -6.359 1.194 0.111
H 0.940 -5.505 1.774 0.108
H 0.695 -3.282 2.832 0.113
F 0.060 1.107 -3.713 0.063
C -1.030 1.767 -4.142 -0.229
C -1.796 2.478 -3.232 -0.136
C -2.889 3.163 -3.734 -0.214
F -3.657 3.918 -2.938 0.106
C -3.217 3.125 -5.073 -0.140
F -4.272 3.790 -5.536 0.134
C -2.433 2.398 -5.946 -0.132
F -2.740 2.362 -7.236 0.143
C -1.325 1.717 -5.486 -0.141
F -0.566 1.032 -6.338 0.134
Ge -1.193 2.391 -1.353 0.728
S -1.405 0.320 -0.686 0.279
C -2.417 3.395 -0.176 -0.138
C -2.038 4.401 0.699 -0.218
F -0.778 4.854 0.725 0.102
C -2.924 4.970 1.591 -0.147
F -2.538 5.943 2.413 0.135
C -4.224 4.511 1.637 -0.136
F -5.077 5.033 2.506 0.146
C -4.637 3.500 0.791 -0.142
F -5.890 3.055 0.856 0.135
C -3.733 2.960 -0.096 -0.251
F -4.156 1.976 -0.900 0.082
C 0.498 3.409 -1.415 -0.121
C 1.673 3.035 -0.796 -0.210
F 1.687 1.986 0.053 0.021
C 2.854 3.727 -0.949 -0.136
F 3.962 3.333 -0.329 0.139
C 2.868 4.859 -1.734 -0.128
F 3.989 5.545 -1.886 0.151
C 1.704 5.299 -2.333 -0.135
F 1.713 6.418 -3.047 0.141
C 0.543 4.573 -2.169 -0.216
F -0.567 5.057 -2.739 0.111
```

=====

The following is a DFT calculation (ωB97M-V/def2-TZVPD) of C43H30Cl5MoN7O as an isolated structure at a distorted geometry.

**Frontier orbital gap (alpha / beta)**: 4.8 / 6.1 eV
**Relative energy (zero: lowest compared OMol25 entry of this formula, charge and spin)**: 46.8 kcal/mol
**⟨S²⟩**: 2.0689
**Multiplicity**: 3
**Maximum force**: 2.5 eV/A

```
87
Properties=species:S:1:pos:R:3:lowdin_charge:R:1
Mo 0.937 -0.592 -1.181 1.543
C 1.158 3.616 0.171 -0.042
C 1.495 2.338 -0.256 -0.159
N 0.591 1.383 -0.519 -0.122
C -0.716 1.769 -0.474 -0.253
C -1.156 3.047 -0.062 -0.177
C -0.165 3.976 0.316 0.005
C -2.536 3.318 -0.088 -0.049
C -3.427 2.341 -0.463 -0.080
C -3.003 1.067 -0.834 -0.010
C -1.642 0.782 -0.885 -0.250
N -1.027 -0.372 -1.288 -0.098
C -1.720 -1.573 -1.116 -0.242
C -2.852 -1.988 -1.786 -0.011
C -3.435 -3.219 -1.467 -0.053
C -2.890 -4.045 -0.519 -0.031
C -1.704 -3.677 0.146 -0.151
C -1.012 -4.510 1.047 0.009
C 0.165 -4.052 1.599 -0.048
C 0.636 -2.783 1.274 -0.117
N 0.027 -1.966 0.420 0.022
C -1.127 -2.419 -0.150 -0.169
H 1.945 4.323 0.380 0.109
H 2.541 2.066 -0.359 0.117
H -0.454 4.942 0.696 0.117
H -2.878 4.307 0.173 0.107
H -4.485 2.561 -0.503 0.105
H -3.734 0.319 -1.098 0.096
H -3.264 -1.381 -2.578 0.123
H -4.324 -3.524 -1.998 0.109
H -3.345 -4.995 -0.286 0.111
H -1.391 -5.494 1.272 0.118
H 0.742 -4.679 2.261 0.104
H 1.556 -2.428 1.727 0.100
Cl 3.465 -1.920 -3.158 0.720
C 2.994 -0.329 -3.629 -0.671
C 1.932 0.309 -2.957 -0.255
C 1.527 1.479 -3.622 -0.676
Cl 0.022 2.209 -3.211 0.797
C 2.192 2.055 -4.702 -0.719
Cl 1.658 3.552 -5.359 0.671
C 3.285 1.409 -5.268 -0.725
Cl 4.100 2.079 -6.618 0.682
C 3.659 0.178 -4.743 -0.723
Cl 4.936 -0.688 -5.495 0.674
C -4.151 3.588 5.472 -0.054
C -2.837 3.014 5.040 -0.287
C -2.771 1.996 4.100 -0.042
C -1.554 1.469 3.713 -0.023
C -0.371 1.956 4.259 -0.220
N 0.828 1.366 3.824 0.150
C 2.097 1.760 4.104 -0.506
O 2.413 2.675 4.834 0.081
N 3.123 0.993 3.544 0.137
C 3.302 0.280 2.366 -0.202
C 4.566 -0.297 2.145 0.016
C 4.774 -0.964 0.947 -0.035
C 3.769 -1.031 0.007 -0.125
N 2.543 -0.490 0.187 -0.095
C 2.331 0.119 1.386 -0.114
C -0.425 2.981 5.196 -0.006
C -1.649 3.496 5.577 -0.036
H -4.970 3.143 4.911 0.073
H -4.163 4.667 5.317 0.081
H -4.316 3.403 6.534 0.082
H -3.681 1.609 3.665 0.112
H -1.525 0.674 2.983 0.109
H 0.704 0.509 3.306 0.125
H 3.996 1.258 3.987 0.149
H 5.358 -0.217 2.873 0.119
H 5.725 -1.428 0.735 0.115
H 3.933 -1.526 -0.936 0.025
H 1.342 0.535 1.524 0.092
H 0.480 3.370 5.627 0.099
H -1.678 4.288 6.312 0.116
N 0.769 -2.081 -2.137 -0.207
C 0.171 -2.810 -3.054 -0.412
C 0.141 -4.221 -3.056 -0.042
C -0.559 -4.898 -4.031 -0.108
C -1.237 -4.212 -5.029 -0.114
C -1.234 -2.823 -5.031 -0.101
C -0.552 -2.128 -4.065 -0.050
H 0.667 -4.751 -2.274 0.102
H -0.578 -5.978 -4.019 0.096
H -1.760 -4.754 -5.803 0.091
H -1.770 -2.286 -5.800 0.100
H -0.534 -1.044 -4.049 0.099
```

=====

The following is a DFT calculation (ωB97M-V/def2-TZVPD) of C43H30I3N4O4P2Se5TeTl as an isolated structure at a distorted geometry.

**Frontier orbital gap (alpha / beta)**: 5.3 / 5.3 eV
**Relative energy (zero: lowest compared OMol25 entry of this formula, charge and spin)**: 118.6 kcal/mol
**Charge**: -2
**Maximum force**: 5.7 eV/A

```
93
Properties=species:S:1:pos:R:3:lowdin_charge:R:1
Tl -0.051 -0.442 0.770 0.425
Se 0.860 -0.320 -2.257 0.207
Se 1.856 -0.172 -4.179 0.058
Te -1.909 0.478 -4.902 0.124
Se -1.240 0.217 -2.575 -0.007
Se 1.329 -7.018 1.515 0.323
P 2.460 -5.914 0.126 0.538
C 2.397 -6.668 -1.527 -0.350
C 3.512 -7.205 -2.154 -0.079
C 3.376 -7.803 -3.395 -0.094
C 2.136 -7.870 -4.008 -0.096
C 1.019 -7.356 -3.367 -0.077
C 1.146 -6.763 -2.127 -0.106
C 4.236 -5.811 0.543 -0.370
C 4.737 -6.529 1.620 -0.118
C 6.073 -6.415 1.963 -0.091
C 6.907 -5.582 1.236 -0.106
C 6.412 -4.878 0.148 -0.078
C 5.076 -4.985 -0.199 -0.084
C 1.906 -4.237 -0.165 -0.393
C 1.599 -3.113 0.618 -0.385
N 1.135 -2.209 -0.262 -0.179
N 1.160 -2.716 -1.471 -0.153
N 1.618 -3.926 -1.442 0.031
P 1.553 -2.367 2.262 1.056
Se -0.206 0.431 2.795 -0.060
C 0.983 -3.746 3.299 -0.358
C 1.654 -4.297 4.383 -0.093
C 1.044 -5.294 5.125 -0.102
C -0.235 -5.726 4.812 -0.111
C -0.923 -5.147 3.758 -0.105
C -0.316 -4.161 3.008 -0.118
C 3.311 -2.099 2.680 -0.329
C 3.715 -0.789 2.923 -0.074
C 5.023 -0.506 3.275 -0.077
C 5.939 -1.537 3.386 -0.093
C 5.548 -2.844 3.134 -0.086
C 4.243 -3.128 2.776 -0.096
H 4.483 -7.149 -1.680 0.097
H 4.246 -8.227 -3.879 0.096
H 2.039 -8.330 -4.982 0.096
H 0.046 -7.426 -3.831 0.102
H 0.281 -6.362 -1.617 0.104
H 4.064 -7.151 2.196 0.054
H 6.464 -6.971 2.803 0.100
H 7.943 -5.468 1.528 0.100
H 7.071 -4.243 -0.426 0.104
H 4.673 -4.427 -1.035 0.120
H 2.647 -3.954 4.645 0.096
H 1.571 -5.729 5.965 0.096
H -0.704 -6.502 5.402 0.095
H -1.932 -5.455 3.524 0.106
H -0.858 -3.696 2.190 0.101
H 3.011 0.029 2.837 0.087
H 5.321 0.517 3.461 0.105
H 6.963 -1.323 3.667 0.095
H 6.266 -3.650 3.216 0.088
H 3.943 -4.147 2.573 0.090
O 2.556 2.909 0.210 0.049
C 1.615 2.144 0.101 -0.635
O 1.693 0.874 -0.031 -0.265
C 0.200 2.729 0.100 -0.191
C 0.070 4.123 0.229 0.020
C -1.176 4.677 0.216 0.010
C -2.298 3.842 0.056 -0.149
C -3.610 4.342 -0.024 -0.031
C -4.664 3.502 -0.245 -0.077
C -4.450 2.122 -0.350 -0.053
C -3.192 1.600 -0.245 -0.026
C -2.082 2.443 -0.065 -0.234
N -0.830 1.915 -0.031 0.043
H 0.982 4.691 0.333 0.116
H -1.324 5.743 0.313 0.115
H -3.750 5.407 0.089 0.109
H -5.666 3.895 -0.345 0.098
H -5.286 1.459 -0.516 0.105
H -3.049 0.532 -0.311 0.071
I -1.577 2.083 3.896 0.099
I -3.072 3.995 5.489 -0.454
I -8.417 -3.027 -1.943 0.776
C -6.479 -2.512 -1.252 -0.711
C -6.252 -2.434 0.108 -0.156
C -4.972 -2.169 0.558 -0.003
C -3.939 -1.982 -0.352 -0.124
C -4.198 -2.019 -1.719 -0.004
C -5.475 -2.292 -2.175 -0.143
C -2.551 -1.712 0.145 -0.669
O -2.306 -1.649 1.359 -0.056
O -1.655 -1.527 -0.728 -0.258
H -7.054 -2.570 0.817 0.089
H -4.771 -2.100 1.618 0.124
H -3.407 -1.829 -2.437 0.092
H -5.680 -2.325 -3.234 0.093
```